The following is a DFT calculation (ωB97M-V with the def2-TZVPD basis set) of a cluster of 2 separate species, C6H13NO in total at a distorted geometry.

ORCA input file:
```
! wB97M-V def2-TZVPD RIJCOSX def2/J DEFGRID3
* xyz 0 1
C -0.937 1.615 -0.537
C 0.497 -0.217 -1.245
H -1.959 -1.906 2.788
C 0.723 -2.737 -1.301
C 0.352 -1.421 -0.685
H 1.791 -2.967 -1.302
H 0.785 -0.237 -2.295
H -0.088 -1.531 0.302
N -1.343 2.672 0.294
H 2.032 2.075 -0.322
H -0.791 -0.890 2.472
H 0.445 -2.806 -2.355
H 1.091 2.294 1.093
C 0.248 1.005 -0.447
H 0.292 -3.556 -0.723
H -0.845 2.897 1.132
O -1.698 -0.982 2.788
H 1.969 0.768 0.921
H -1.808 1.204 -1.033
C 1.403 1.523 0.387
H -2.160 3.194 0.071
*
```

relative energy (zero: lowest compared OMol25 entry of this formula, charge and spin) = 52.1 kcal/mol
HOMO-LUMO gap = 8.536 eV
calculated total energy = -9968.9142 eV
structure (SMILES) = C/C=C/C(C)=C/N.O

Here are the Löwdin charges for atoms 1 to 5, given in e: C -0.16; C -0.10; H 0.03; C -0.11; C -0.16

---

The following is a DFT calculation (ωB97M-V with the def2-TZVPD basis set) of a cluster of 2 separate species, C6H13NO in total at a distorted geometry.

ORCA input file:
```
! wB97M-V def2-TZVPD RIJCOSX def2/J DEFGRID3
* xyz 0 1
H 1.452 -0.645 0.409
C -1.137 1.494 3.105
H 0.069 -1.514 1.036
H -0.811 1.622 4.136
C 0.460 -1.015 0.148
H 0.363 -1.702 -0.687
H -2.024 2.100 2.913
H -1.744 3.055 0.899
H -1.570 0.806 -1.803
N -0.898 0.115 -1.517
H 3.174 -4.034 -2.859
H -0.229 -0.056 -2.261
H -1.455 2.559 -0.730
C -0.462 0.983 2.089
C -0.872 1.069 0.697
H 0.369 0.325 2.309
O 3.999 -3.747 -3.258
C -0.442 0.163 -0.208
H -2.803 1.811 0.173
H 4.410 -4.537 -3.627
C -1.782 2.191 0.245
*
```

relative energy (zero: lowest compared OMol25 entry of this formula, charge and spin) = 43.0 kcal/mol
HOMO-LUMO gap = 8.164 eV
calculated total energy = -9969.3109 eV
structure (SMILES) = C=C/C(C)=C(\C)N.O

Here are the Löwdin charges for atoms 1 to 5, given in e: H 0.08; C 0.00; H 0.08; H 0.05; C -0.04

---

The following is a DFT calculation (ωB97M-V with the def2-TZVPD basis set) of a cluster of 2 separate species, C6H13NO in total at a distorted geometry.

ORCA input file:
```
! wB97M-V def2-TZVPD RIJCOSX def2/J DEFGRID3
* xyz 1 2
H -1.584 -1.465 -0.818
H -0.638 1.215 3.114
H -0.454 2.376 0.131
H 1.373 -2.658 0.379
C -0.199 0.108 -1.658
H 1.857 0.217 -1.170
H 1.536 -0.405 -2.554
C 1.050 -1.820 0.993
C -0.409 0.131 1.295
C 0.079 -0.949 0.533
H 1.357 -1.632 1.943
H -1.888 2.380 -0.525
H -0.766 0.051 -2.673
H -0.114 -2.081 -1.306
O -1.331 2.749 0.187
H 1.106 0.352 2.631
C 0.079 0.555 2.503
H -0.539 0.914 -1.085
H -1.265 0.788 0.859
N 1.218 0.365 -1.958
C -0.469 -1.193 -0.819
*
```

relative energy (zero: lowest compared OMol25 entry of this formula, charge and spin) = 70.4 kcal/mol
HOMO-LUMO gap (alpha / beta) = 7.798 / 5.450 eV
calculated total energy = -9959.3060 eV

Here are the Löwdin charges for atoms 1 to 5, given in e: H 0.17; H 0.15; H 0.01; H 0.12; C -0.24

---

The following is a DFT calculation (ωB97M-V with the def2-TZVPD basis set) of a cluster of 2 separate species, C6H13NO in total at a distorted geometry.

ORCA input file:
```
! wB97M-V def2-TZVPD RIJCOSX def2/J DEFGRID3
* xyz 1 2
H -1.491 -0.345 -2.059
N 1.799 0.363 -1.836
C -0.300 -1.177 -0.376
H -0.541 0.869 -1.898
H 1.321 0.767 2.116
H 2.542 0.982 -2.126
H 1.127 0.143 -2.570
H 2.443 1.003 -0.123
C 0.539 0.116 1.708
C -1.448 -1.592 0.143
H 0.681 -0.810 2.285
H -2.057 -2.349 -0.336
C 1.577 0.441 -0.479
H -1.421 0.602 1.245
C -0.788 0.937 2.045
H -1.108 0.706 3.053
O -0.962 0.297 -2.547
C 0.604 -0.167 0.267
H -1.961 -1.202 1.010
H -0.683 1.991 1.773
H 0.125 -1.575 -1.295
*
```

relative energy (zero: lowest compared OMol25 entry of this formula, charge and spin) = 24.9 kcal/mol
HOMO-LUMO gap (alpha / beta) = 9.840 / 7.764 eV
calculated total energy = -9961.2788 eV

Here are the Löwdin charges for atoms 1 to 5, given in e: H 0.04; N 0.20; C -0.11; H 0.03; H 0.12

---

The following is a DFT calculation (ωB97M-V with the def2-TZVPD basis set) of a structure of composition C6H13NO10Tl at a distorted geometry.

ORCA input file:
```
! wB97M-V def2-TZVPD RIJCOSX def2/J DEFGRID3
* xyz 2 2
H 3.262 0.368 -2.913
H -0.764 -1.592 4.004
Tl 0.529 0.221 0.360
C 3.444 -0.491 -3.559
H -1.815 -0.579 -3.868
N 4.307 1.531 -0.694
H -3.974 3.186 2.998
O -3.146 1.442 3.740
O -1.988 -0.018 4.768
H 3.854 -1.337 -3.008
H -2.824 -0.957 0.174
C -1.009 -1.122 4.957
H -4.139 1.903 1.927
O 3.131 1.074 -0.659
C -1.256 -1.487 -3.642
C -2.032 0.702 3.652
H -1.703 -2.371 -4.095
C 1.050 -1.147 -3.385
C -3.441 2.295 2.666
O -1.262 0.650 2.672
O 5.008 1.445 -1.710
H -2.555 2.579 2.098
O 4.674 2.141 0.307
O 0.032 -1.461 -4.235
O 1.013 -1.038 -2.199
H -1.128 -1.637 -2.570
O -2.079 -0.470 -0.229
H -0.091 -0.721 5.387
O 2.135 -0.945 -4.084
H -1.294 -2.001 5.535
H 4.062 -0.162 -4.395
*
```

HOMO-LUMO gap (alpha / beta) = 5.396 / 2.361 eV
calculated total energy = -33062.6649 eV

Here are the Löwdin charges for atoms 1 to 5, given in e: H 0.08; H 0.08; Tl 1.19; C 0.12; H 0.17

---

The following is a DFT calculation (ωB97M-V with the def2-TZVPD basis set) of an isolated molecule of C6H13NO2 at a distorted geometry.

ORCA input file:
```
! wB97M-V def2-TZVPD RIJCOSX def2/J DEFGRID3
* xyz 0 1
O 2.305 -1.953 -0.593
H -1.114 1.726 -2.613
H 0.110 1.040 -0.307
H -2.459 2.579 -0.139
C 0.435 -1.801 0.526
H 0.011 -2.140 -0.402
H -1.752 -0.576 -0.145
C -0.722 1.392 0.290
H 0.274 -0.480 2.168
H -2.286 0.268 1.334
H -0.369 1.930 1.224
H -2.673 2.502 -2.465
H -2.386 0.908 -1.901
C -1.952 1.851 -1.996
C -0.436 -0.965 1.514
H -0.898 3.317 -0.718
O 2.127 -0.032 0.333
H 0.668 -2.688 1.009
C -1.514 2.387 -0.656
C -1.386 -0.007 0.736
H -1.025 -1.700 2.002
N 1.699 -1.136 0.078
*
```

relative energy (zero: lowest compared OMol25 entry of this formula, charge and spin) = 99.0 kcal/mol
HOMO-LUMO gap = 10.994 eV
calculated total energy = -12014.4343 eV
structure (SMILES) = CCCCCC[N+](=O)[O-]

Here are the Löwdin charges for atoms 1 to 5, given in e: O 0.05; H 0.06; H 0.07; H 0.09; C -0.08

---

The following is a DFT calculation (ωB97M-V with the def2-TZVPD basis set) of a structure of composition C6H13NO2 at a distorted geometry.

ORCA input file:
```
! wB97M-V def2-TZVPD RIJCOSX def2/J DEFGRID3
* xyz 0 1
H 1.086 1.099 -1.975
H -2.847 -0.639 0.402
H -1.777 0.027 1.638
H 1.971 -2.163 0.652
H -1.902 -0.748 -1.872
H 0.753 -3.388 1.056
C 0.917 -2.441 0.532
H 2.446 1.124 -0.812
H -0.451 2.577 -0.439
C -0.910 -0.149 -0.324
C 1.508 0.630 -1.084
H -2.491 1.103 0.431
O 0.990 0.057 1.180
C -2.073 0.108 0.594
O 0.085 -1.441 1.053
H 0.710 -2.556 -0.542
H 1.743 -0.406 -1.328
N -0.963 -0.639 -1.488
C 0.121 2.154 0.391
H -0.470 2.219 1.305
H 1.018 2.763 0.540
C 0.537 0.710 0.092
*
```

relative energy (zero: lowest compared OMol25 entry of this formula, charge and spin) = 132.4 kcal/mol
HOMO-LUMO gap = 8.002 eV
calculated total energy = -12012.9856 eV

Here are the Löwdin charges for atoms 1 to 5, given in e: H 0.08; H 0.09; H 0.08; H 0.10; H 0.06

---

The following is a DFT calculation (ωB97M-V with the def2-TZVPD basis set) of an isolated molecule of C6H13NO2 at a distorted geometry.

ORCA input file:
```
! wB97M-V def2-TZVPD RIJCOSX def2/J DEFGRID3
* xyz 0 1
H 1.055 2.449 0.047
H -0.583 1.815 -0.002
O -2.231 2.642 2.538
H -0.225 -1.111 -2.298
C -0.019 -1.347 -0.221
H -0.377 -3.847 -1.266
H 0.014 0.253 1.849
C 1.030 -0.251 -0.025
C 0.087 -1.898 -1.627
N -0.732 -3.082 -1.823
H 1.009 0.346 -0.933
H 2.011 -0.698 0.022
C 0.272 2.004 0.644
H -1.810 3.795 0.930
O -0.129 2.869 1.717
H -1.004 -0.940 -0.036
C 0.736 0.667 1.161
H -0.624 -3.386 -2.780
H 1.149 -2.064 -1.807
H 1.652 0.818 1.716
H 0.191 -2.129 0.498
C -1.473 3.095 1.697
*
```

relative energy (zero: lowest compared OMol25 entry of this formula, charge and spin) = 35.9 kcal/mol
HOMO-LUMO gap = 10.427 eV
calculated total energy = -12017.1682 eV
structure (SMILES) = NCCCCCOC=O

Here are the Löwdin charges for atoms 1 to 5, given in e: H 0.13; H 0.12; O 0.09; H 0.11; C -0.21